The following is a quantum chemistry calculation of C9H15AgN2SSi as an isolated structure, from the OMol25 dataset.

Output
calculated total energy = -35269.885 eV
net charge = -2
lowest unoccupied orbital energy = 5.1 eV
HOMO-LUMO gap = 4.08 eV

The geometry in XYZ format:
```
29
Properties=species:S:1:pos:R:3:forces:R:3:mulliken_charge:R:1
Ag -1.64818 -0.51426 0.77055 0.0 0.0 0.0 -0.028
C -3.13402 -1.37664 -1.97557 0.0 0.0 0.0 -1.296
C -1.72783 -1.91713 -2.05312 0.0 0.0 0.1 0.696
C -1.35803 -2.66360 -3.16461 0.0 0.0 -0.1 -0.463
C -0.04814 -3.14646 -3.22258 -0.1 0.0 0.0 -0.483
C 0.81795 -2.87386 -2.20203 0.0 0.0 0.0 -0.244
C 0.40288 -2.09860 -1.06106 0.2 0.1 0.0 0.197
N -0.90115 -1.64257 -1.03771 0.0 -0.1 -0.2 -0.010
N 1.19426 -1.78730 -0.06344 -0.2 0.0 0.1 -0.429
Si 2.69857 -2.34080 0.39668 0.2 0.0 0.0 0.086
C 3.15343 -1.61320 2.06847 0.0 0.0 0.0 -1.049
C 2.80932 -4.23081 0.57424 0.0 0.0 0.0 -0.964
C 4.13850 -1.86877 -0.75954 0.0 0.0 0.0 -1.019
H -3.85711 -2.18777 -2.09383 0.0 0.0 0.0 0.326
H -3.30775 -0.65466 -2.77795 0.0 0.0 0.0 0.286
H -3.31234 -0.88379 -1.01971 0.0 0.0 0.0 0.144
H -2.07396 -2.85520 -3.95417 0.0 0.0 0.0 0.329
H 0.28053 -3.73145 -4.07776 0.0 0.0 0.0 0.363
H 1.84183 -3.22581 -2.23340 0.0 0.0 0.0 0.167
H 2.37907 -1.85184 2.80072 0.0 0.0 0.0 0.287
H 3.19967 -0.52349 2.00037 0.0 0.0 0.0 0.283
H 4.11656 -1.98126 2.43683 0.0 0.0 0.0 0.263
H 2.06294 -4.57877 1.29327 0.0 0.0 0.0 0.297
H 3.79564 -4.55840 0.91927 0.0 0.0 0.0 0.310
H 2.60149 -4.72506 -0.37851 0.0 0.0 0.0 0.292
H 4.17524 -0.78266 -0.88153 0.0 0.0 0.0 0.288
H 4.01236 -2.30800 -1.75343 0.0 0.0 0.0 0.316
H 5.10218 -2.20173 -0.35987 0.0 0.0 0.0 0.303
S -2.84677 0.58725 2.38820 0.0 0.0 0.0 -1.244
```
Positions in Å, forces in eV/Å.